Below is a single C5H5NO molecule at a distorted geometry, with properties calculated with wB97M-V/def2-TZVPD.

For the total energy, the calculation gives -323.39448 Eh. The LUMO energy comes out at -0.012 hartree. As for the relative energy (zero: lowest compared OMol25 entry of this formula, charge and spin): 328.72 kJ/mol. Its spin multiplicity is 1. As for the HOMO energy: -8.0625 eV. The SMILES is C1=CN=COC=C1. The value obtained for the gap between HOMO and LUMO is 7.74 eV.

Positions of all 12 atoms, in Å:
C: -0.7766 -1.0471 -0.0688
C: -1.3873 0.2778 -0.0514
C: 0.5424 -1.4419 0.0401
C: -0.8357 1.5156 -0.0741
C: 1.7021 0.6057 -0.0522
N: 1.6678 -0.6572 -0.1191
O: 0.6581 1.5564 0.0765
H: -1.3919 -1.9383 0.1260
H: -2.5351 0.1494 0.1124
H: 0.9356 -2.5011 0.3114
H: -1.3217 2.5019 -0.3443
H: 2.7421 0.9788 0.0435

=====

Below is a molecular structure, C29H22Cl2F9N5O6PbS, with properties calculated with wB97M-V/def2-TZVPD.

For the total energy, the calculation gives -4253.86682 Eh. The LUMO energy comes out at 0.012 hartree. As for the relative energy (zero: lowest compared OMol25 entry of this formula, charge and spin): 10.08 kJ/mol. Its spin multiplicity is 1. As for the HOMO energy: -7.4715 eV. The value obtained for the gap between HOMO and LUMO is 7.81 eV.

Positions of all 75 atoms, in Å:
Pb: 0.7007 0.1572 -1.6575
O: 1.1515 3.7273 -0.1894
C: 0.7703 3.0639 0.7214
O: -0.5455 2.6727 0.8241
C: 1.5773 2.5059 1.8764
C: 2.6149 1.5003 1.3496
C: 3.4011 0.9055 2.5208
C: 2.3548 -0.0569 3.1403
C: 1.1422 0.1886 2.2348
O: 1.7560 0.4238 0.9560
C: 0.5812 1.5878 2.5975
C: -0.7428 1.8693 1.9418
O: -1.8277 1.5346 2.2795
O: -0.7417 -0.5026 -0.1804
H: 2.0026 3.3171 2.4642
H: 3.1962 1.8495 0.5004
H: 3.7510 1.6716 3.2122
H: 4.2632 0.3581 2.1476
H: 2.1312 0.1680 4.1822
H: 2.6795 -1.0917 3.0758
H: 0.4075 -0.6045 2.1418
H: 0.4837 1.7234 3.6714
Cl: -2.3649 1.5729 -1.8997
C: -3.3913 1.2301 -0.5385
C: -4.2688 2.2280 -0.1605
C: -5.1784 1.9766 0.8517
C: -5.2092 0.7335 1.4594
C: -4.2986 -0.2374 1.0776
Cl: -4.3944 -1.7798 1.8722
C: -3.3385 -0.0164 0.0856
S: -2.1592 -1.2631 -0.3402
H: -4.2448 3.1798 -0.6722
H: -5.8735 2.7466 1.1587
H: -5.9208 0.5109 2.2420
C: -1.3830 0.7164 -4.9294
C: -1.3371 -0.6592 -4.3661
N: -0.5645 -1.0798 -3.3858
C: -0.8243 -2.4217 -3.2079
C: -1.7701 -2.8114 -4.0919
N: -2.0892 -1.6860 -4.8302
C: -3.1663 -1.5878 -5.7929
N: -4.1789 -0.6695 -5.3483
N: -4.4764 0.4196 -6.1009
N: -5.3142 1.1501 -5.4772
C: -5.5855 0.5626 -4.2569
C: -6.4196 0.9760 -3.2131
C: -6.4729 0.1717 -2.1003
C: -5.7153 -1.0163 -2.0115
C: -4.8863 -1.4335 -3.0265
C: -4.8476 -0.6140 -4.1593
H: -0.5281 1.2832 -4.5658
H: -2.2973 1.2339 -4.6378
H: -1.3475 0.6993 -6.0191
H: -0.3184 -2.9908 -2.4516
H: -2.2423 -3.7612 -4.2719
H: -3.5769 -2.5889 -5.9210
H: -2.8168 -1.2177 -6.7554
H: -6.9893 1.8919 -3.2899
H: -7.0962 0.4527 -1.2620
H: -5.7817 -1.6105 -1.1088
H: -4.2874 -2.3288 -2.9335
F: 2.0086 -4.5656 0.5022
C: 1.6212 -3.3369 0.1328
F: 1.7708 -2.5362 1.1994
F: 0.3185 -3.3887 -0.1435
C: 2.4244 -2.7895 -1.0904
O: 1.8243 -1.7352 -1.6602
C: 3.8636 -2.3947 -0.6202
F: 3.8556 -1.1991 -0.0206
F: 4.6891 -2.2988 -1.6701
F: 4.3989 -3.2702 0.2435
C: 2.5641 -3.9455 -2.1389
F: 1.3982 -4.6068 -2.2754
F: 3.4933 -4.8487 -1.8010
F: 2.8802 -3.4590 -3.3371

=====

Below is a molecular structure, C44H63BrN6OP2Rb at a distorted geometry, with properties calculated with wB97M-V/def2-TZVPD.

For the total energy, the calculation gives -5397.65181 Eh. The LUMO energy comes out at 0.109 hartree. The total charge is -2. As for the relative energy (zero: lowest compared OMol25 entry of this formula, charge and spin): 3140.43 kJ/mol. Its spin multiplicity is 2. As for the HOMO energy: -0.2258 eV. The value obtained for the gap between HOMO and LUMO is 3.20 eV. Its expectation value of S² is 0.750.

Positions of all 118 atoms, in Å:
Rb: 16.9990 -20.3445 3.8801
C: 20.6832 -17.8133 1.8097
C: 19.4787 -16.9082 1.7564
C: 18.4978 -17.8626 0.8792
P: 18.6173 -16.7715 3.3410
C: 19.8183 -15.8821 4.7050
C: 20.4908 -14.4756 4.4382
C: 19.0846 -16.3597 6.0588
C: 17.1500 -15.8658 2.8963
C: 16.9342 -14.5238 2.8677
C: 15.8496 -13.8740 2.4252
C: 14.8021 -14.6143 1.6441
C: 14.8025 -15.9666 1.6701
C: 15.8913 -16.6999 2.4365
N: 15.7939 -18.0151 2.8295
C: 14.3981 -18.4472 2.8576
C: 13.3759 -18.0060 3.5634
C: 12.1046 -18.3161 3.7958
C: 11.9067 -19.6419 3.2481
C: 12.9452 -20.4014 2.6394
C: 14.2032 -19.7856 2.2630
P: 15.1625 -20.4998 1.0596
C: 14.1195 -21.8450 0.4471
C: 12.9562 -21.1820 -0.3504
C: 14.8933 -22.7911 -0.4813
C: 11.0935 -16.8673 -0.6802
C: 12.1547 -17.6506 -0.1527
C: 10.7444 -15.6641 -0.4476
H: 21.5711 -17.9944 0.8791
H: 20.5430 -18.8448 2.4463
H: 21.3304 -17.3500 2.5309
H: 19.9092 -16.1495 0.9675
H: 17.8925 -18.3199 1.5656
H: 18.8467 -18.5174 0.0339
H: 17.5619 -17.5127 0.3624
H: 20.7714 -16.4444 4.8865
H: 21.3662 -14.6884 4.8793
H: 20.0291 -13.6692 5.1837
H: 20.4921 -14.1407 3.5561
H: 18.1642 -17.1100 5.7623
H: 18.6357 -15.4962 6.8028
H: 19.6632 -16.4434 7.1452
H: 17.7393 -14.1189 3.7229
H: 15.9990 -12.7886 2.6736
H: 13.9135 -14.0934 1.1022
H: 14.1132 -16.8167 1.1516
H: 13.7981 -17.0007 3.9060
H: 11.4606 -17.7861 4.4005
H: 11.3594 -20.4331 3.6933
H: 12.8199 -21.4372 2.5103
H: 13.6422 -22.4537 1.3741
H: 13.4173 -21.2422 -1.4119
H: 12.4000 -20.2324 -0.3247
H: 12.3500 -21.9908 -0.2742
H: 14.0051 -23.3222 -0.8304
H: 15.4851 -23.5935 0.0864
H: 15.7199 -22.3788 -1.7003
H: 10.8008 -17.2233 -1.6341
H: 11.6283 -18.6212 0.6973
H: 13.0339 -16.8434 0.1304
H: 12.3733 -18.5171 -0.6756
H: 22.1104 -25.7632 6.0745
H: 11.4192 -15.0745 0.3511
H: 9.8586 -15.1953 -0.9263
C: 8.3910 -18.5705 8.3307
C: 9.4921 -18.1010 9.1789
C: 10.8933 -18.4436 8.6588
C: 12.0564 -18.4773 9.3614
C: 11.8561 -17.7954 10.6536
Br: 13.2259 -18.1283 12.0943
N: 10.7640 -17.4510 11.1845
C: 9.7235 -17.4565 10.4190
H: 7.9221 -19.3590 8.8493
H: 8.7547 -18.8386 7.3654
H: 7.8319 -17.5385 7.6876
H: 10.9270 -18.3252 7.4174
H: 13.1900 -18.9103 8.9476
H: 8.8715 -16.6637 10.5732
O: 15.4496 -20.1823 6.4128
N: 15.3199 -18.9007 6.7920
C: 15.0311 -18.5168 8.2137
C: 15.0381 -17.2277 8.5634
C: 15.3720 -16.1193 7.6610
C: 15.7271 -16.5931 6.4064
C: 15.7918 -17.8454 5.9959
H: 15.1553 -19.2087 9.0661
H: 14.9005 -17.0800 9.5855
H: 15.4467 -15.1564 8.3973
H: 15.8821 -15.4550 6.1398
H: 15.9011 -17.9751 5.0215
C: 18.5506 -20.1912 7.0388
N: 19.1147 -20.6684 5.7700
C: 20.4562 -20.0519 5.5876
C: 19.1926 -22.1565 5.8931
C: 18.9754 -22.9099 4.5668
C: 18.0864 -23.9414 4.6287
C: 17.7387 -24.7207 3.5360
C: 17.8955 -24.1280 2.3387
C: 18.7027 -22.9647 2.2073
C: 19.3856 -22.4736 3.3186
H: 17.6142 -20.6781 7.1429
H: 18.4221 -18.9432 6.9651
H: 19.4178 -20.4289 7.8615
H: 20.9095 -19.6987 6.4477
H: 20.3526 -19.2314 5.0109
H: 20.8829 -20.8100 4.7570
H: 18.3866 -22.4719 6.6247
H: 20.0587 -22.1393 6.4343
H: 17.6571 -24.3794 5.7190
H: 16.9100 -25.4213 4.0457
H: 17.7408 -24.7565 1.3145
H: 18.7774 -22.5068 1.1491
N: 18.7993 -23.2730 -2.4554
N: 19.7293 -22.7544 -3.3958
H: 18.6764 -22.5964 -1.6989
H: 18.9820 -24.2233 -2.2173
H: 20.5687 -22.5770 -2.8312
H: 19.4004 -21.9616 -3.9107

=====

Below is a single C31H29NO2 molecule at a distorted geometry, with properties calculated with wB97M-V/def2-TZVPD.

For the total energy, the calculation gives -1403.91902 Eh. The LUMO energy comes out at 0.028 hartree. As for the relative energy (zero: lowest compared OMol25 entry of this formula, charge and spin): 0.00 kJ/mol. Its spin multiplicity is 1. As for the HOMO energy: -7.3612 eV. The SMILES is CCOC(=O)[C@H](c1ccccc1)C1(c2ccc(N(C)C)cc2)c2ccccc2-c2ccccc21. The value obtained for the gap between HOMO and LUMO is 8.12 eV.

Positions of all 63 atoms, in Å:
C: 4.5721 -0.4642 2.4574
C: 3.2936 0.3062 2.4488
O: 2.4078 -0.4560 3.3249
C: 1.2200 0.1573 3.4148
C: 0.1907 -0.5962 4.2647
C: -1.1761 -0.4283 3.6024
C: -1.5491 0.7416 2.9419
C: -2.8769 0.9852 2.5890
C: -3.8584 0.0375 2.8852
C: -3.4681 -1.1997 3.4065
C: -2.1250 -1.4600 3.6780
O: 1.0462 1.2232 2.8285
H: 5.3357 0.0661 1.8880
H: 4.9391 -0.6119 3.4756
H: 4.4097 -1.4398 1.9957
H: 3.4054 1.3305 2.8266
H: 2.8246 0.3338 1.4590
H: 0.4618 -1.6607 4.1979
H: -0.8119 1.4960 2.7070
H: -3.1096 1.9147 2.0753
H: -4.9017 0.2492 2.6557
H: -4.1952 -1.9928 3.5771
H: -1.8001 -2.4645 3.9620
C: -1.1661 -5.3951 9.4569
N: -0.5141 -4.1323 9.7299
C: 0.0092 -4.0260 11.0753
C: -0.2814 -3.1823 8.7735
C: -1.0069 -3.1945 7.5503
C: -0.8030 -2.1838 6.6219
C: 0.1644 -1.1994 6.7777
C: 0.2973 -0.1003 5.7176
C: 1.5920 0.7378 5.8503
C: 1.3013 2.0934 5.6479
C: 2.3307 3.0074 5.4184
C: 3.6502 2.5614 5.5249
C: 3.9231 1.2356 5.8772
C: 2.8876 0.3060 6.0393
C: -0.1723 2.2487 5.6153
C: -0.7581 1.0045 5.8800
C: -2.1176 0.8903 6.1211
C: -2.9251 1.9907 5.8363
C: -2.3712 3.1862 5.3795
C: -0.9855 3.3374 5.3059
C: 0.8925 -1.1831 7.9873
C: 0.6426 -2.1215 8.9887
H: -1.7415 -5.3608 8.5318
H: -0.4302 -6.2169 9.3974
H: -1.8335 -5.6151 10.2966
H: -0.1740 -3.0250 11.4870
H: -0.5088 -4.7790 11.6777
H: 1.0871 -4.2370 11.1217
H: -1.7610 -3.9495 7.3391
H: -1.4343 -2.1786 5.7484
H: 2.0783 4.0274 5.1276
H: 4.4781 3.2563 5.3529
H: 4.9544 0.8932 5.9843
H: 3.0838 -0.7433 6.2790
H: -2.5410 -0.0492 6.4737
H: -4.0074 1.8803 5.8936
H: -3.0295 4.0079 5.0874
H: -0.5254 4.2645 4.9673
H: 1.6501 -0.4119 8.1466
H: 1.1774 -2.0346 9.9455

=====

> Which value of HOMO does entry 1 give?

-8.0625 eV